(1)
{
  "formula": "C15H25INO4P2SY",
  "method": "ωB97M-V with the def2-TZVPD basis set",
  "symbols": ["C", "I", "H", "H", "H", "Y", "P", "C", "C", "H", "H", "H", "H", "H", "H", "C", "H", "H", "H", "P", "C", "C", "H", "H", "H", "C", "H", "H", "H", "H", "H", "H", "C", "O", "O", "S", "O", "N", "C", "O", "C", "C", "C", "C", "C", "C", "H", "H", "H", "H"],
  "xyz": [[1.780, -0.136, -3.198], [-1.148, -1.713, 1.011], [1.515, -0.902, -3.956], [2.831, -0.201, -2.881], [1.477, 0.881, -3.495], [0.284, -1.060, -1.626], [2.226, -2.548, -0.724], [3.292, -1.867, 0.492], [1.286, -3.906, -0.049], [1.997, -4.731, -0.092], [3.658, -3.965, -1.779], [0.383, -4.124, -0.630], [2.409, -3.419, -2.957], [2.715, -1.528, 1.357], [0.996, -3.655, 0.977], [3.100, -3.111, -2.164], [3.946, -2.704, 0.741], [3.762, -2.330, -2.542], [3.859, -1.025, 0.086], [-1.452, 0.862, -2.210], [-1.291, 2.381, -1.339], [-1.386, 1.057, -3.960], [-2.921, -1.063, -1.910], [-3.685, 0.522, -2.312], [-3.118, 0.165, -0.629], [-2.937, 0.014, -1.698], [-1.323, 0.082, -4.444], [-2.345, 1.542, -4.115], [-2.149, 2.970, -1.666], [-0.331, 2.854, -1.558], [-0.533, 1.685, -4.210], [-1.351, 2.292, -0.254], [1.627, 0.743, -0.379], [2.067, 1.643, 0.202], [2.138, 1.092, 3.867], [0.873, 0.372, 3.572], [0.814, -1.104, 3.788], [0.714, 0.471, 1.927], [-0.343, 1.068, 1.362], [-0.395, 0.818, 0.142], [-1.240, 1.671, 2.392], [-2.456, 2.386, 2.253], [-3.157, 2.698, 3.434], [-2.697, 2.280, 4.697], [-1.488, 1.567, 4.805], [-0.755, 1.299, 3.656], [-2.807, 2.686, 1.275], [-4.069, 3.261, 3.369], [-3.260, 2.501, 5.601], [-1.115, 1.227, 5.769]],
  "homo_lumo_gap_ev": [5.18, 4.85],
  "energy_ha": -2358.398590,
  "max_force_ev_per_a": 4.0,
  "de_lowest_kj_mol": 823.7,
  "charge": 2
}



(2)
{
  "formula": "C14H22N4O2S2",
  "method": "ωB97M-V with the def2-TZVPD basis set",
  "symbols": ["C", "C", "C", "C", "C", "O", "N", "C", "N", "N", "C", "S", "C", "C", "O", "N", "C", "C", "C", "C", "C", "S", "H", "H", "H", "H", "H", "H", "H", "H", "H", "H", "H", "H", "H", "H", "H", "H", "H", "H", "H", "H", "H", "H"],
  "xyz": [[4.430, -1.590, 1.585], [3.956, -3.014, 1.847], [2.446, -3.190, 1.613], [2.040, -4.656, 1.773], [1.711, -2.373, 2.649], [1.661, -2.678, 3.816], [1.067, -1.205, 2.271], [0.905, -0.500, 1.119], [0.274, 0.628, 1.139], [0.169, 1.220, -0.042], [0.711, 0.565, -1.014], [0.754, 1.035, -2.672], [-0.095, 2.648, -2.620], [-1.619, 2.481, -2.591], [-2.288, 2.562, -3.598], [-2.096, 2.263, -1.359], [-3.480, 1.944, -1.080], [-3.914, 2.631, 0.219], [-3.516, 1.632, 1.302], [-3.929, 0.291, 0.697], [-3.650, 0.432, -0.807], [1.457, -0.946, -0.502], [5.505, -1.521, 1.737], [3.947, -0.887, 2.260], [4.213, -1.294, 0.560], [4.488, -3.701, 1.186], [4.179, -3.293, 2.878], [2.200, -2.859, 0.603], [2.614, -5.280, 1.093], [0.982, -4.786, 1.555], [2.224, -4.979, 2.794], [0.628, -0.736, 3.061], [0.194, 3.140, -3.548], [0.279, 3.193, -1.756], [-1.438, 2.121, -0.599], [-4.054, 2.273, -1.949], [-3.441, 3.604, 0.336], [-4.996, 2.766, 0.217], [-4.010, 1.828, 2.253], [-2.437, 1.658, 1.464], [-3.385, -0.544, 1.138], [-4.993, 0.126, 0.865], [-4.462, 0.018, -1.402], [-2.736, -0.091, -1.089]],
  "homo_lumo_gap_ev": 8.95,
  "smiles": "CC[C@@H](C)C(=O)Nc1nnc(SCC(=O)NC2CCCC2)s1",
  "energy_ha": -1712.579987,
  "max_force_ev_per_a": 1.8,
  "de_lowest_kj_mol": 28.6
}



(3)
{
  "formula": "C44H131N9O17",
  "method": "ωB97M-V with the def2-TZVPD basis set",
  "symbols": ["C", "O", "H", "H", "H", "H", "C", "O", "H", "H", "H", "H", "C", "O", "H", "H", "H", "H", "C", "O", "H", "H", "H", "H", "C", "O", "H", "H", "H", "H", "C", "O", "H", "H", "H", "H", "C", "O", "H", "H", "H", "H", "C", "O", "H", "H", "H", "H", "C", "C", "C", "O", "C", "N", "H", "H", "H", "H", "H", "H", "H", "H", "H", "H", "H", "C", "C", "C", "O", "C", "N", "H", "H", "H", "H", "H", "H", "H", "H", "H", "H", "H", "C", "C", "C", "O", "C", "N", "H", "H", "H", "H", "H", "H", "H", "H", "H", "H", "H", "C", "C", "C", "O", "C", "N", "H", "H", "H", "H", "H", "H", "H", "H", "H", "H", "H", "C", "C", "C", "O", "C", "N", "H", "H", "H", "H", "H", "H", "H", "H", "H", "H", "H", "C", "C", "C", "O", "C", "N", "H", "H", "H", "H", "H", "H", "H", "H", "H", "H", "H", "C", "C", "C", "O", "C", "N", "H", "H", "H", "H", "H", "H", "H", "H", "H", "H", "H", "C", "C", "C", "O", "C", "N", "H", "H", "H", "H", "H", "H", "H", "H", "H", "H", "H", "C", "C", "C", "O", "C", "N", "H", "H", "H", "H", "H", "H", "H", "H", "H", "H", "H"],
  "xyz": [[5.300, 1.586, -0.131], [5.897, 0.358, -0.455], [5.733, 1.843, 0.893], [5.730, 2.352, -0.808], [4.220, 1.547, -0.127], [5.357, -0.021, -1.190], [-5.854, 1.809, 0.460], [-5.711, 1.234, -0.828], [-4.907, 1.614, 1.086], [-6.100, 2.826, 0.304], [-6.694, 1.245, 0.923], [-5.120, 1.797, -1.361], [5.112, -0.967, 2.863], [4.820, -1.208, 1.505], [5.612, -1.846, 3.260], [5.715, -0.036, 3.006], [4.172, -0.846, 3.429], [5.468, -0.824, 0.898], [-4.016, 4.958, 0.863], [-2.757, 5.639, 1.122], [-4.519, 4.587, 1.753], [-4.633, 5.662, 0.380], [-3.770, 4.172, 0.135], [-2.525, 5.506, 2.064], [-1.133, -2.893, 2.723], [-1.203, -1.470, 2.938], [-2.124, -3.313, 2.451], [-0.316, -3.166, 2.027], [-0.943, -3.414, 3.687], [-0.771, -1.094, 2.155], [-2.896, 3.172, -3.499], [-3.460, 3.078, -2.203], [-2.272, 4.064, -3.637], [-2.250, 2.250, -3.753], [-3.684, 3.267, -4.239], [-2.711, 2.827, -1.619], [-1.085, -7.579, 1.725], [-1.658, -7.683, 0.450], [-0.637, -6.641, 1.972], [-1.850, -7.886, 2.489], [-0.274, -8.284, 1.828], [-2.513, -7.327, 0.571], [1.689, 1.870, -3.941], [1.538, 2.934, -2.972], [1.109, 2.083, -4.857], [2.764, 1.751, -4.291], [1.408, 0.923, -3.481], [1.831, 3.811, -3.289], [-3.138, 0.332, 5.493], [-1.690, 0.697, 5.731], [-1.100, -0.517, 6.410], [-1.736, -0.840, 7.619], [-1.302, -2.068, 8.156], [-0.824, 0.898, 4.606], [-3.545, -0.215, 6.362], [-3.282, -0.213, 4.565], [-3.609, 1.290, 5.350], [-1.730, 1.544, 6.422], [-0.022, -0.475, 6.593], [-1.262, -1.364, 5.724], [-1.762, -2.318, 9.118], [-0.229, -2.098, 8.355], [-1.492, -2.880, 7.462], [-1.148, 1.656, 4.002], [-0.822, 0.079, 3.970], [-0.107, -6.492, 5.252], [1.246, -6.106, 5.895], [2.054, -5.330, 4.836], [1.564, -4.030, 4.593], [2.319, -3.182, 3.741], [1.198, -5.264, 7.108], [0.101, -7.060, 4.303], [-0.725, -5.609, 4.947], [-0.733, -7.219, 5.762], [1.762, -7.046, 6.140], [1.954, -5.758, 3.885], [3.125, -5.337, 5.222], [3.234, -2.709, 4.198], [1.661, -2.394, 3.324], [2.659, -3.786, 2.867], [0.685, -5.719, 7.836], [0.648, -4.454, 6.881], [2.538, -6.523, -1.355], [1.869, -5.325, -1.969], [0.626, -5.855, -2.575], [-0.074, -4.807, -3.273], [-1.164, -5.361, -4.022], [1.569, -4.318, -0.960], [2.597, -7.409, -1.986], [1.999, -6.671, -0.381], [3.604, -6.265, -1.096], [2.355, -4.814, -2.812], [0.053, -6.412, -1.837], [0.976, -6.691, -3.276], [-0.989, -6.391, -4.367], [-1.266, -4.672, -4.847], [-2.027, -5.390, -3.387], [0.882, -3.643, -1.327], [1.064, -4.854, -0.261], [6.649, -1.700, -3.512], [5.293, -2.118, -3.951], [4.254, -1.007, -3.549], [4.101, -0.880, -2.127], [3.342, -1.999, -1.577], [5.244, -2.491, -5.358], [6.767, -1.636, -2.391], [6.943, -0.767, -3.967], [7.396, -2.446, -3.811], [5.051, -3.078, -3.417], [3.251, -1.186, -3.996], [4.635, -0.047, -3.881], [3.789, -3.006, -1.939], [2.322, -1.825, -1.752], [3.531, -1.926, -0.529], [4.297, -2.500, -5.631], [5.561, -1.643, -5.862], [-5.112, -2.891, -3.337], [-5.506, -2.316, -1.943], [-4.281, -1.696, -1.296], [-3.352, -2.735, -0.847], [-2.218, -2.091, -0.218], [-6.519, -1.315, -2.229], [-4.592, -2.088, -3.950], [-6.041, -3.231, -3.819], [-4.469, -3.774, -3.192], [-5.812, -3.113, -1.249], [-4.538, -1.074, -0.386], [-3.844, -1.056, -2.022], [-1.508, -2.803, 0.105], [-2.604, -1.591, 0.695], [-1.805, -1.338, -0.897], [-6.531, -0.572, -1.566], [-6.213, -0.827, -3.070], [0.438, 2.515, -7.882], [-1.030, 2.554, -7.621], [-1.544, 1.172, -7.178], [-0.799, 0.784, -6.084], [-1.366, -0.349, -5.489], [-1.243, 3.595, -6.650], [0.751, 3.540, -8.086], [0.660, 1.824, -8.685], [1.042, 2.197, -7.054], [-1.565, 2.770, -8.558], [-1.455, 0.429, -8.030], [-2.645, 1.222, -6.909], [-2.343, 0.001, -5.133], [-0.648, -0.620, -4.697], [-1.505, -1.092, -6.227], [-2.193, 3.776, -6.428], [-0.780, 3.478, -5.760], [0.911, 8.890, -2.633], [1.099, 7.386, -2.847], [1.512, 6.790, -1.523], [2.166, 5.572, -1.700], [2.350, 4.804, -0.512], [-0.138, 6.855, -3.441], [0.915, 9.334, -3.628], [1.713, 9.443, -2.059], [0.008, 9.040, -2.005], [1.937, 7.125, -3.487], [0.660, 6.655, -0.848], [2.196, 7.465, -1.014], [3.131, 5.305, 0.137], [2.673, 3.816, -0.797], [1.425, 4.688, 0.057], [-0.978, 7.063, -2.854], [-0.125, 5.852, -3.434], [0.721, 4.145, 2.731], [0.961, 4.369, 4.219], [-0.304, 4.784, 4.954], [-1.439, 4.022, 4.539], [-2.412, 4.300, 5.499], [1.588, 3.217, 4.890], [-0.020, 3.351, 2.569], [1.690, 3.895, 2.281], [0.337, 4.932, 2.083], [1.582, 5.255, 4.475], [-0.594, 5.834, 4.724], [-0.166, 4.655, 5.986], [-1.956, 4.065, 6.468], [-3.304, 3.601, 5.329], [-2.774, 5.347, 5.536], [1.070, 2.371, 4.667], [2.497, 2.993, 4.558], [-1.830, 2.072, 0.946], [-0.622, 2.111, 0.093], [-0.164, 0.760, -0.439], [0.232, -0.090, 0.609], [1.577, 0.071, 0.974], [-0.902, 2.949, -1.088], [-2.683, 1.694, 0.397], [-2.084, 3.120, 1.275], [-1.693, 1.491, 1.853], [0.228, 2.598, 0.623], [0.617, 0.885, -1.209], [-1.030, 0.295, -0.962], [1.636, 0.958, 1.636], [2.194, 0.051, 0.107], [1.879, -0.780, 1.635], [-0.244, 2.784, -1.885], [-0.949, 3.904, -0.818]],
  "homo_lumo_gap_ev": 9.36,
  "energy_ha": -3526.501740,
  "max_force_ev_per_a": 3.1,
  "de_lowest_kj_mol": 117.4
}